# C31H29Br2F9HgN5OPSTe

A structure of composition C31H29Br2F9HgN5OPSTe (the ωB97M-V functional and the def2-TZVPD basis, the OMol25 dataset).

Each line ends with the Mulliken charge.
Cartesian coordinates (Å):
Hg: 10.052 12.944 13.376  1.291
F: 15.999 12.622 18.028  -0.253
C: 14.738 12.492 17.592  0.332
C: 13.651 12.453 18.480  0.181
F: 13.867 12.412 19.813  -0.262
C: 12.358 12.655 17.971  0.573
F: 11.357 12.857 18.898  -0.346
C: 12.098 12.759 16.591  -0.299
P: 10.386 13.159 15.879  -0.336
C: 10.296 14.762 16.735  1.069
C: 9.468 14.974 17.851  -0.329
C: 9.272 16.237 18.392  -0.727
C: 9.823 17.321 17.724  -0.755
C: 10.745 17.126 16.698  -0.942
C: 11.030 15.816 16.233  -0.989
C: 9.491 11.869 16.769  1.369
C: 10.057 10.615 17.029  -0.494
C: 9.458 9.723 17.916  -0.994
C: 8.177 10.027 18.414  -0.502
C: 7.526 11.188 18.042  -1.003
C: 8.195 12.084 17.215  -0.561
C: 13.206 12.608 15.713  0.176
Br: 12.815 12.270 13.898  -0.154
C: 14.475 12.550 16.191  0.485
F: 15.507 12.508 15.297  -0.306
H: 8.984 14.121 18.316  0.511
H: 8.683 16.338 19.320  0.426
H: 9.670 18.278 18.150  0.504
H: 11.215 17.977 16.233  0.501
H: 11.671 15.618 15.355  0.916
H: 10.991 10.364 16.548  0.532
H: 10.028 8.882 18.303  0.470
H: 7.697 9.308 19.069  0.432
H: 6.559 11.489 18.414  0.485
H: 7.721 13.001 16.860  0.584
N: 11.177 12.661 7.203  -0.147
C: 10.392 13.840 7.677  -0.834
C: 10.214 13.783 9.196  -0.334
N: 9.698 12.520 9.634  0.116
C: 10.485 11.408 9.227  -0.159
C: 10.637 11.355 7.715  -0.868
H: 12.187 12.773 7.528  0.439
H: 11.250 12.650 6.171  0.359
H: 9.411 13.781 7.177  0.343
H: 10.928 14.747 7.412  0.408
H: 9.583 14.598 9.595  0.364
H: 11.182 14.052 9.703  0.182
H: 9.111 12.494 10.529  -0.088
H: 10.085 10.518 9.727  0.264
H: 11.528 11.512 9.636  0.131
H: 9.623 11.177 7.297  0.360
H: 11.319 10.531 7.388  0.374
S: 10.930 15.724 13.095  -0.385
C: 9.690 16.849 13.452  0.687
N: 8.424 16.380 13.605  0.364
C: 7.324 17.214 13.819  -0.001
C: 7.502 18.550 14.002  -0.706
C: 8.821 19.023 13.840  0.008
N: 9.835 18.194 13.605  -0.523
H: 8.277 15.390 13.447  -0.405
H: 6.383 16.707 13.916  0.470
H: 6.720 19.294 14.181  0.412
H: 9.108 20.063 13.959  0.451
Br: 7.356 7.542 11.766  -0.113
C: 8.889 8.139 12.610  -0.544
C: 9.698 7.289 13.393  -0.299
C: 10.983 7.781 13.731  -0.708
C: 11.440 9.021 13.246  -0.417
N: 10.594 9.826 12.548  -0.001
C: 9.319 9.465 12.386  0.179
H: 9.352 6.335 13.695  0.526
H: 11.678 7.208 14.342  0.445
H: 12.452 9.433 13.340  0.452
H: 8.602 10.174 11.974  0.434
F: 8.561 13.851 15.076  -0.431
Te: 6.611 12.449 13.193  1.771
F: 4.958 12.031 14.139  -0.494
F: 5.534 13.927 12.354  -0.582
F: 7.369 10.828 14.176  -0.625
F: 6.066 11.231 11.800  -0.418
O: 8.500 12.499 12.061  -1.042

Computed properties:
Spin multiplicity: 2
LUMO level (spin up / spin down) in Eh: -0.1078 / -0.2390
Max |F| in Eh/bohr: 0.0574
HOMO energy (spin up / spin down) in eV: -10.301 / -10.276
Charge: +1
Energy above the lowest of the compared OMol25 structures with the same formula, charge and spin in kcal/mol: 61.4
HOMO-LUMO gap (spin up / spin down) in eV: 7.37 / 3.77

# C31H48BBrN3P2RuS

A structure of composition C31H48BBrN3P2RuS (the ωB97M-V functional and the def2-TZVPD basis, the OMol25 dataset).

Each line ends with the Mulliken charge.
Cartesian coordinates (Å):
Ru: -0.237 -0.415 -0.702  -1.537
C: -4.815 -0.234 -0.860  -1.890
C: -4.007 1.059 -0.706  1.718
C: -4.877 2.138 -0.047  -1.665
C: -3.647 1.559 -2.111  -1.480
P: -2.416 0.690 0.212  1.535
C: -1.822 2.430 0.564  -2.040
N: -0.391 2.469 0.423  0.261
B: 0.371 1.418 -0.167  1.636
N: 1.630 1.986 -0.513  0.244
C: 2.603 1.202 -1.223  -1.810
P: 2.113 -0.546 -0.797  1.304
C: 2.981 -1.589 -2.115  2.522
C: 4.308 -0.971 -2.582  -1.896
C: 2.067 -1.660 -3.352  -1.812
C: 3.247 -3.024 -1.651  -1.873
C: 3.060 -0.724 0.835  2.045
C: 2.720 -2.018 1.579  -1.793
C: 2.677 0.428 1.778  -2.036
C: 4.587 -0.667 0.662  -1.996
C: 1.656 3.315 -0.119  0.220
C: 2.644 4.277 -0.210  -0.693
C: 2.366 5.554 0.272  -0.793
C: 1.127 5.858 0.824  -0.733
C: 0.128 4.891 0.918  -0.830
C: 0.403 3.619 0.456  0.275
C: -2.784 0.052 1.938  1.913
C: -3.790 0.829 2.790  -2.087
C: -3.260 -1.399 1.851  -1.826
C: -1.419 0.148 2.643  -1.588
H: -5.604 -0.067 -1.598  0.518
H: -5.297 -0.524 0.071  0.324
H: -4.195 -1.058 -1.219  0.298
H: -5.781 2.251 -0.652  0.540
H: -4.386 3.111 -0.023  0.267
H: -5.190 1.886 0.960  0.251
H: -4.566 1.889 -2.602  0.609
H: -3.217 0.767 -2.715  0.163
H: -2.956 2.403 -2.099  0.251
H: -2.155 2.784 1.545  0.470
H: -2.277 3.082 -0.187  0.731
H: 3.628 1.411 -0.914  0.508
H: 2.529 1.362 -2.304  0.487
H: 4.208 0.071 -2.882  0.290
H: 4.636 -1.522 -3.469  0.556
H: 5.099 -1.050 -1.842  0.308
H: 2.115 -0.743 -3.941  0.343
H: 1.022 -1.815 -3.105  0.153
H: 2.403 -2.485 -3.984  0.566
H: 3.975 -3.085 -0.846  0.239
H: 3.655 -3.577 -2.501  0.618
H: 2.336 -3.526 -1.330  0.301
H: 1.726 -1.975 2.006  0.281
H: 3.431 -2.126 2.403  0.602
H: 2.777 -2.912 0.963  0.216
H: 1.595 0.518 1.899  0.153
H: 3.071 1.391 1.451  0.284
H: 3.103 0.209 2.761  0.692
H: 4.994 -1.567 0.208  0.379
H: 5.025 -0.589 1.660  0.528
H: 4.933 0.196 0.096  0.288
H: 3.604 4.046 -0.657  0.475
H: 3.125 6.322 0.211  0.402
H: 0.934 6.860 1.184  0.411
H: -0.839 5.130 1.343  0.471
H: -4.813 0.675 2.450  0.456
H: -3.589 1.900 2.832  0.298
H: -3.732 0.445 3.812  0.480
H: -4.310 -1.445 1.573  0.430
H: -3.161 -1.875 2.831  0.519
H: -2.691 -1.984 1.135  0.160
H: -1.140 1.190 2.815  0.319
H: -0.616 -0.309 2.060  -0.498
H: -1.472 -0.349 3.615  0.827
S: -0.309 0.727 -2.795  -0.239
C: -1.323 -0.592 -3.123  0.670
N: -2.000 -1.525 -3.239  -0.589
Br: -0.980 -6.960 0.954  -0.214
C: -0.678 -5.110 0.663  -0.559
C: -0.659 -4.239 1.740  -0.655
C: -0.447 -2.885 1.519  -0.188
C: -0.224 -2.359 0.245  0.994
C: -0.235 -3.280 -0.803  -0.370
C: -0.475 -4.641 -0.619  -0.671
H: -0.816 -4.610 2.744  0.461
H: -0.445 -2.252 2.396  0.252
H: -0.079 -2.952 -1.824  0.367
H: -0.495 -5.313 -1.466  0.483

Computed properties:
Spin multiplicity: 2
LUMO level (spin up / spin down) in Eh: 0.0147 / -0.0311
Max |F| in Eh/bohr: 0.0179
HOMO energy (spin up / spin down) in eV: -7.727 / -7.710
Charge: 0
Energy above the lowest of the compared OMol25 structures with the same formula, charge and spin in kcal/mol: 17.6
HOMO-LUMO gap (spin up / spin down) in eV: 8.13 / 6.86

Q: Which value of max |F| does entry 1 give?
A: 0.0574 Eh/bohr

Q: Number 2 is which compound?
A: C31H48BBrN3P2RuS

Q: Which of these has the highest charge?
A: C31H29Br2F9HgN5OPSTe